1.
Below is 11 unconnected molecules or ions with the total composition C50H66Br2N11O3S, with properties calculated with ωB97M-V with the def2-TZVPD basis set.

Structure (ORCA input):
```
! wB97M-V def2-TZVPD RIJCOSX def2/J DEFGRID3
* xyz 1 1
C -2.9590 3.4190 0.0545
C -1.9693 2.7942 -0.7637
C -0.4341 2.3215 -1.2296
O -0.6957 0.9978 -1.8484
C 0.6494 2.3082 0.0105
C 0.1862 1.8023 1.4991
Br -1.0213 0.1598 1.4171
C 1.4100 1.3938 2.5099
C 2.8164 2.1995 2.2658
Br 1.7085 -0.6020 2.3595
N 0.9644 3.8147 0.1168
C 0.5530 4.6476 -1.1122
C -0.0352 3.5883 -2.2303
S 1.2215 3.3109 -3.5928
C 1.2040 4.9051 -4.6456
O 2.6404 3.2307 -2.9746
O 0.9243 2.1120 -4.5254
H -3.7501 4.1096 0.6229
H -0.8296 1.1032 -2.8410
H 1.5655 1.6754 -0.4179
H -0.4858 2.6639 1.9730
H 0.9969 1.5583 3.6178
H 3.1911 2.2260 1.1563
H 2.8142 3.2843 2.7635
H 3.6508 1.5987 2.8726
H 0.6383 4.2960 0.9942
H 2.0076 3.9197 0.1094
H 1.5034 5.1483 -1.5832
H -0.3076 5.4419 -0.9695
H -0.9803 4.0012 -2.8309
H 0.4988 5.7318 -4.1525
H 2.2660 5.3909 -4.7467
H 0.7370 4.6827 -5.7193
N -2.4083 2.8916 -5.3366
C -2.2769 1.5327 -5.4568
C -3.5042 0.9622 -5.2028
C -4.4090 2.0146 -4.9255
C -3.7064 3.1952 -5.0179
H -1.6642 3.5652 -5.4641
H -1.3235 1.0890 -5.7106
H -3.7243 -0.0974 -5.2171
H -5.4602 1.9214 -4.6849
H -4.0179 4.2224 -4.8833
N -6.0230 3.4957 -2.3151
C -6.2496 4.7765 -1.8831
C -7.4363 4.7865 -1.1846
C -7.9401 3.4638 -1.1905
C -7.0461 2.6871 -1.8929
H -5.2253 3.1941 -2.8594
H -5.5498 5.5694 -2.1105
H -7.8895 5.6525 -0.7199
H -8.8561 3.1153 -0.7312
H -7.0511 1.6314 -2.1290
N -1.4263 -1.8540 4.2155
C -1.6691 -3.1442 3.8219
C -1.5167 -3.9602 4.9206
C -1.1758 -3.1322 6.0167
C -1.1298 -1.8363 5.5536
H -1.4614 -1.0419 3.6131
H -1.9272 -3.3708 2.7961
H -1.6392 -5.0355 4.9317
H -0.9851 -3.4473 7.0345
H -0.9107 -0.9058 6.0600
N -1.1964 -2.9541 -3.6043
C -0.9519 -4.2361 -3.1857
C -0.7355 -4.2060 -1.8262
C -0.8597 -2.8592 -1.4091
C -1.1474 -2.1083 -2.5268
H -1.3845 -2.6757 -4.5586
H -0.9513 -5.0576 -3.8896
H -0.5136 -5.0619 -1.2020
H -0.7516 -2.4783 -0.4018
H -1.3196 -1.0471 -2.6475
N -2.8451 -0.4976 -8.3920
C -3.5092 -1.1334 -9.4085
C -2.6170 -1.9688 -10.0428
C -1.3725 -1.8365 -9.3818
C -1.5427 -0.9240 -8.3648
H -3.2525 0.1796 -7.7602
H -4.5566 -0.9364 -9.5939
H -2.8389 -2.6057 -10.8892
H -0.4514 -2.3519 -9.6215
H -0.8501 -0.5416 -7.6270
N 6.1142 -1.5537 2.4580
C 7.0052 -1.5371 1.4166
C 6.3899 -0.9390 0.3396
C 5.0839 -0.5769 0.7476
C 4.9415 -0.9656 2.0608
H 6.2941 -1.9389 3.3761
H 7.9975 -1.9526 1.5304
H 6.8342 -0.7796 -0.6343
H 4.3288 -0.0850 0.1482
H 4.1080 -0.8754 2.7444
N -2.3346 8.1922 -1.8069
C -2.5612 9.4731 -1.3749
C -3.7479 9.4830 -0.6764
C -4.2517 8.1604 -0.6823
C -3.3577 7.3837 -1.3847
H -1.5369 7.8906 -2.3512
H -1.8614 10.2660 -1.6023
H -4.2011 10.3491 -0.2117
H -5.1677 7.8119 -0.2230
H -3.3627 6.3279 -1.6208
N -0.8150 -4.9495 9.3196
C -1.4746 -3.8337 9.7650
C -2.2583 -4.2017 10.8358
C -2.0598 -5.5870 11.0474
C -1.1617 -6.0225 10.0989
H -0.1723 -4.9768 8.5387
H -1.3315 -2.8763 9.2822
H -2.9024 -3.5432 11.4041
H -2.5217 -6.2007 11.8099
H -0.7417 -7.0017 9.9115
N 11.0537 -3.1072 -0.7296
C 11.1852 -4.4661 -0.8498
C 9.9579 -5.0366 -0.5958
C 9.0530 -3.9842 -0.3185
C 9.7556 -2.8036 -0.4109
H 11.7978 -2.4336 -0.8570
H 12.1386 -4.9098 -1.1035
H 9.7378 -6.0962 -0.6100
H 8.0019 -4.0774 -0.0779
H 9.4441 -1.7764 -0.2762
N 2.3582 -6.4506 5.8223
C 2.4896 -7.8096 5.7021
C 1.2623 -8.3800 5.9561
C 0.3575 -7.3276 6.2334
C 1.0601 -6.1471 6.1410
H 3.1023 -5.7770 5.6948
H 3.4430 -8.2532 5.4484
H 1.0422 -9.4396 5.9418
H -0.6937 -7.4209 6.4740
H 0.7486 -5.1199 6.2756
*
```

M = 1061.03 g/mol
lowest unoccupied orbital energy = -3.52 eV
gap between HOMO and LUMO = 5.57 eV
E_tot = -8318.3804 Eh

=====

2.
Below is a molecular structure, C50H69N6O4PZr, with properties calculated with ωB97M-V with the def2-TZVPD basis set.

Structure (ORCA input):
```
! wB97M-V def2-TZVPD RIJCOSX def2/J DEFGRID3
* xyz 2 1
Zr 0.0785 -0.7320 0.2288
C 0.1834 -1.7538 -6.7808
C 0.1046 -1.1338 -5.4165
C 0.3617 0.1899 -5.1976
C 0.3260 0.7879 -3.9062
C 0.8482 2.0755 -3.6577
N 1.3720 2.8445 -4.5665
C 2.1257 4.0745 -4.3262
C 3.0693 3.9518 -3.1218
C 2.5249 4.6766 -1.8820
N 2.9584 4.1206 -0.6081
C 2.2292 3.1031 0.0324
C 0.7721 3.4058 0.2586
C 0.1781 4.6543 0.1571
C -1.1967 4.8159 0.3053
C -1.8592 6.1486 0.1027
C -1.9484 3.6960 0.6208
C -1.3778 2.4286 0.7502
C -2.2652 1.3251 1.0578
N -2.0763 0.0765 0.8367
C -3.2566 -0.7651 1.1100
C -2.9156 -2.1079 1.7403
C -2.5075 -3.1377 0.6969
N -1.4022 -2.5745 -0.0581
C -1.3800 -2.6273 -1.3189
C -0.2400 -1.3884 -3.0571
C -0.1680 -1.9470 -4.2917
C -0.0640 -0.0017 -2.7917
O -0.2145 0.4116 -1.5790
C 0.0034 2.2954 0.5784
O 0.6061 1.1091 0.8612
H 0.5158 -1.0334 -7.5249
H -0.7921 -2.1316 -7.0912
H 0.8788 -2.5937 -6.7776
H 0.6292 0.7957 -6.0552
H 0.8858 2.3948 -2.6197
H 1.3286 2.5327 -5.5259
H 1.4241 4.9000 -4.1778
H 2.6840 4.2852 -5.2351
H 4.0406 4.3637 -3.3927
H 3.2087 2.8973 -2.8775
H 1.4370 4.6577 -1.9096
H 2.8453 5.7205 -1.9032
H 3.9550 3.9577 -0.5848
H 2.7209 2.9076 0.9889
H 0.8125 5.5171 0.0046
H -1.1259 6.9406 -0.0305
H -2.5032 6.4011 0.9446
H -2.4912 6.1130 -0.7863
H -3.0156 3.8064 0.7791
H -3.2310 1.6467 1.4571
H -3.7534 -0.9298 0.1513
H -3.9538 -0.2339 1.7622
H -3.7701 -2.4822 2.3009
H -2.0935 -1.9547 2.4347
H -3.3484 -3.3764 0.0367
H -2.1680 -4.0536 1.1853
H -2.1018 -3.1289 -1.9616
H -0.2961 -3.0145 -4.4274
C -2.8159 -3.2397 4.8106
C -1.3385 -2.8695 4.5999
C -0.4778 -3.7378 5.5321
C -1.0731 -1.3916 4.8714
C -1.5334 -0.9186 6.0970
C -1.2820 0.3671 6.5293
C -0.5106 1.1942 5.7376
C -0.0249 0.7725 4.5065
C 1.0071 1.6545 3.8343
C 0.5827 3.1221 3.7319
C 2.3310 1.5409 4.6029
C -0.3602 -0.5086 4.0259
N 0.0970 -0.9560 2.7243
C 0.8495 -2.0199 2.7820
C 1.4086 -2.7402 1.7090
C 2.0920 -3.9453 1.8734
C 2.6452 -4.2584 0.6455
C 2.3147 -3.2265 -0.2400
N 1.5197 -2.3055 0.3838
C 2.8751 -3.1459 -1.6507
C 2.8955 -1.7017 -2.1783
C 4.3252 -3.6592 -1.6393
C 2.0843 -4.0876 -2.5791
H -3.0430 -4.1761 4.2991
H -3.4853 -2.4632 4.4431
H -3.0324 -3.3889 5.8674
H -1.0624 -3.1291 3.5761
H -0.7060 -3.5237 6.5755
H 0.5897 -3.5645 5.3896
H -0.6811 -4.7938 5.3486
H -2.0760 -1.5940 6.7445
H -1.6423 0.7005 7.4928
H -0.2410 2.1745 6.1065
H 1.1750 1.2682 2.8400
H 0.5488 3.5978 4.7113
H -0.4019 3.2226 3.2720
H 1.3030 3.6787 3.1292
H 2.2125 1.8909 5.6284
H 3.1020 2.1475 4.1234
H 2.6742 0.5054 4.6362
H 1.1317 -2.4125 3.7571
H 2.1608 -4.5094 2.7902
H 3.2482 -5.1221 0.4263
H 3.8143 -1.2070 -1.8604
H 2.0654 -1.1095 -1.8019
H 2.8775 -1.6956 -3.2696
H 4.9276 -3.1196 -0.9082
H 4.7692 -3.5268 -2.6267
H 4.3668 -4.7200 -1.3988
H 1.0259 -3.8547 -2.5923
H 2.1910 -5.1187 -2.2415
H 2.4757 -4.0200 -3.5961
C 2.9645 0.3300 1.0662
C 1.8710 0.7387 0.0928
O 2.2102 1.8007 -0.7092
H 3.5128 1.1718 1.4996
H 3.6791 -0.2780 0.5118
H 2.5631 -0.2775 1.8748
C -5.0445 -0.9487 -2.2498
P -3.2943 -0.3930 -2.5241
C -3.5512 1.4344 -2.5176
C -3.2895 -0.6290 -4.3603
O -0.2625 -2.1090 -1.8605
H -5.6914 -0.5676 -3.0400
H -5.4279 -0.6045 -1.2892
H -5.0820 -2.0398 -2.2643
H -4.4152 1.6996 -3.1269
H -2.6598 1.9181 -2.9205
H -3.7051 1.7918 -1.4990
H -4.1927 -0.2014 -4.7963
H -3.2577 -1.6935 -4.5993
H -2.4182 -0.1470 -4.8016
*
```

M = 940.34 g/mol
lowest unoccupied orbital energy = -5.92 eV
gap between HOMO and LUMO = 6.27 eV
E_tot = -2964.1871 Eh
energy relative to the best compared isomer or geometry (same formula, charge and spin) = 17.3 kcal per mole

=====

3.
Below is a molecular structure, C50H71BN8PSr, with properties calculated with ωB97M-V with the def2-TZVPD basis set.

Structure (ORCA input):
```
! wB97M-V def2-TZVPD RIJCOSX def2/J DEFGRID3
* xyz 1 1
Sr -0.2384 0.3630 0.2302
C 3.4424 -0.8818 4.3188
C 2.7807 0.1262 3.4404
C 3.0994 1.4636 3.3527
C 2.2191 2.0113 2.4113
N 1.4036 1.0505 1.9558
N 1.7553 -0.1024 2.5928
B 0.9558 -1.4267 2.5111
N -0.5704 -1.2060 2.7482
N -1.4907 -0.9406 1.7815
C -2.7040 -1.1258 2.3104
C -2.5627 -1.4721 3.6622
C -1.2028 -1.5217 3.9004
C -0.5195 -1.8790 5.1768
C -3.9970 -1.0947 1.5125
C -3.8048 -1.8502 0.1954
C -4.4669 0.3281 1.1910
C -5.1007 -1.7887 2.3183
N 1.2076 -2.2279 1.2033
N 0.3424 -2.2127 0.1507
C 0.5502 -3.3199 -0.5501
C 1.6067 -4.0480 0.0210
C 1.9949 -3.3310 1.1308
C 3.1023 -3.6735 2.0682
C -0.3730 -3.8186 -1.6309
C -1.0137 -2.6607 -2.3971
C -1.4730 -4.6345 -0.9284
C 0.3669 -4.7455 -2.6012
C 2.1626 3.4895 2.1057
C 1.5274 4.1834 3.3238
C 1.3375 3.8101 0.8687
C 3.5832 4.0315 1.8998
H 4.1826 -0.3749 4.9336
H 2.7258 -1.3786 4.9727
H 3.9491 -1.6463 3.7327
H 3.8742 1.9662 3.9060
H 1.3369 -2.1101 3.4049
H -3.3331 -1.6767 4.3852
H -1.2588 -1.9636 5.9700
H -0.0043 -2.8365 5.0886
H 0.2149 -1.1235 5.4582
H -3.0140 -1.3946 -0.4020
H -3.5400 -2.8884 0.3882
H -4.7305 -1.8339 -0.3822
H -3.7569 0.8415 0.5417
H -5.4260 0.2845 0.6715
H -4.6015 0.9081 2.1026
H -4.8009 -2.7995 2.5970
H -5.3352 -1.2306 3.2259
H -6.0078 -1.8531 1.7165
H 2.0294 -4.9815 -0.3100
H 3.4735 -4.6674 1.8289
H 3.9278 -2.9667 1.9617
H 2.7737 -3.6639 3.1069
H -1.4946 -1.9690 -1.7034
H -0.2596 -2.1156 -2.9628
H -1.7663 -3.0385 -3.0907
H -1.9765 -4.0247 -0.1802
H -2.2086 -4.9837 -1.6566
H -1.0422 -5.5027 -0.4284
H 1.2878 -4.2910 -2.9626
H 0.6239 -5.6905 -2.1214
H -0.2718 -4.9681 -3.4576
H 0.5140 3.8106 3.4900
H 2.1101 4.0009 4.2267
H 1.4782 5.2615 3.1575
H 0.3247 3.4420 0.9876
H 1.2942 4.8915 0.7246
H 1.7765 3.3631 -0.0245
H 4.1810 3.9538 2.8077
H 4.0960 3.4851 1.1067
H 3.5354 5.0849 1.6194
C -0.3740 4.4066 -3.1942
C 0.0146 3.2941 -2.4367
N -0.6359 2.8649 -1.3744
C -1.6964 3.5921 -0.9477
C -2.1876 4.7002 -1.6669
C -1.5082 5.0816 -2.8361
C -3.2995 5.4501 -1.1709
C -3.8247 5.1822 0.0423
C -3.2769 4.1446 0.8558
C -3.6813 3.9595 2.1908
C -3.0550 3.0124 2.9559
C -2.0844 2.2051 2.3542
N -1.7127 2.3271 1.0969
C -2.2586 3.3110 0.3520
H 0.2180 4.7055 -4.0459
H 0.9029 2.7427 -2.7130
H -1.8655 5.9275 -3.4100
H -3.6757 6.2693 -1.7705
H -4.6381 5.7771 0.4381
H -4.4626 4.5869 2.6014
H -3.3103 2.8651 3.9959
H -1.6002 1.4235 2.9322
C 5.0669 -1.2900 -4.8308
C 4.1000 -1.9593 -3.8563
C 3.1603 -2.8456 -4.6824
C 4.8767 -2.8302 -2.8630
P 2.9560 -0.8371 -2.8176
C 2.2107 0.1251 -4.2025
C 0.9291 -0.2849 -4.5794
C 0.3071 0.2290 -5.7074
C 0.9473 1.1941 -6.4685
C 2.2006 1.6481 -6.0823
C 2.8322 1.1117 -4.9688
C 4.0592 0.3461 -1.8065
C 4.2942 -0.3904 -0.4774
C 5.4133 0.7328 -2.3977
C 3.2788 1.6232 -1.4602
H 5.5850 -2.0730 -5.3918
H 5.8273 -0.6930 -4.3335
H 4.5424 -0.6699 -5.5555
H 3.7435 -3.6041 -5.2107
H 2.6151 -2.2653 -5.4284
H 2.4374 -3.3630 -4.0558
H 5.4021 -3.6268 -3.3956
H 4.2054 -3.2904 -2.1337
H 5.6228 -2.2482 -2.3195
H 0.4183 -1.0347 -3.9851
H -0.6776 -0.1211 -5.9920
H 0.4695 1.5949 -7.3533
H 2.7020 2.4163 -6.6585
H 3.8192 1.4651 -4.7063
H 4.8435 -1.3217 -0.6260
H 3.3456 -0.6312 0.0115
H 4.8756 0.2425 0.1996
H 6.0593 -0.1364 -2.5134
H 5.9135 1.4238 -1.7127
H 5.3251 1.2359 -3.3588
H 2.2988 1.4153 -1.0106
H 3.1568 2.2912 -2.3128
H 3.8442 2.1582 -0.6931
*
```

M = 913.58 g/mol
lowest unoccupied orbital energy = -2.76 eV
gap between HOMO and LUMO = 7.63 eV
E_tot = -2782.9092 Eh
energy relative to the best compared isomer or geometry (same formula, charge and spin) = 28.1 kcal per mole